Entry 1:
# C31H51Cl33N5O6PS

C31H51Cl33N5O6PS as an isolated structure (ωB97M-V with the def2-TZVPD basis set, the Open Molecules 2025 dataset).

Output
LUMO energy = 0.0074 Eh
gap between HOMO and LUMO = 7.95 eV
HOMO = -7.7 eV

Positions of all 128 atoms, in Å:
C: -0.295 -1.877 -1.371
C: 0.745 -1.331 -2.326
C: 0.977 0.172 -2.166
N: 0.861 0.649 -0.777
C: 1.992 1.407 -0.261
C: 3.433 0.956 -0.562
C: 3.868 -0.532 -0.457
N: 5.225 -0.486 0.115
N: 4.026 -1.184 -1.755
N: 3.068 -1.398 0.367
C: 1.950 2.806 -0.924
O: 1.331 3.195 -1.834
O: 2.771 3.632 -0.183
C: 2.291 3.471 1.123
C: 1.371 4.596 1.624
C: 0.326 5.162 0.687
O: -0.965 4.569 0.843
C: -1.824 5.100 -0.029
O: -1.651 5.155 -1.193
P: 3.795 3.601 2.235
C: 4.968 4.857 1.583
O: 3.278 4.329 3.619
C: 1.779 1.902 1.220
S: 2.910 1.140 2.536
C: 0.373 1.741 1.759
C: 0.053 0.279 2.132
C: -1.312 -0.327 1.812
C: -2.556 0.508 2.068
N: -3.520 0.250 0.987
C: -3.112 0.792 -0.314
C: -4.768 0.737 1.313
C: -5.802 0.717 0.237
O: -5.027 1.177 2.398
H: -0.002 -1.676 -0.360
H: -0.364 -2.944 -1.515
H: -1.260 -1.456 -1.586
H: 0.331 -1.440 -3.317
H: 1.660 -1.896 -2.323
H: 0.177 0.627 -2.724
H: 1.881 0.496 -2.650
H: 0.093 1.290 -0.766
H: 3.646 1.249 -1.576
H: 4.110 1.526 0.034
H: 5.102 -0.194 1.077
H: 5.504 -1.457 0.186
H: 5.014 -1.205 -1.948
H: 3.642 -0.618 -2.496
H: 3.249 -1.307 1.341
H: 2.088 -1.405 0.144
H: 0.945 4.371 2.579
H: 2.020 5.441 1.774
H: 0.220 6.195 0.978
H: 0.666 5.164 -0.333
H: -2.729 5.511 0.407
H: 4.915 4.976 0.519
H: 5.939 4.521 1.883
H: 4.802 5.796 2.089
H: 3.337 3.665 4.305
H: 2.291 -0.068 2.776
H: -0.343 2.079 1.034
H: 0.216 2.352 2.626
H: 0.153 0.226 3.204
H: 0.818 -0.350 1.732
H: -1.386 -1.187 2.454
H: -1.320 -0.717 0.810
H: -2.366 1.557 2.253
H: -3.026 0.132 2.954
H: -3.508 0.171 -1.094
H: -3.434 1.793 -0.470
H: -2.045 0.777 -0.424
H: -5.713 1.639 -0.315
H: -5.651 -0.074 -0.470
H: -6.775 0.717 0.682
C: 6.339 -4.692 -0.098
Cl: 7.842 -5.347 -0.755
Cl: 6.682 -3.423 1.088
Cl: 5.319 -4.056 -1.386
H: 5.815 -5.492 0.406
C: -0.055 -3.380 2.842
Cl: 1.157 -2.149 3.222
Cl: -1.339 -3.378 4.050
Cl: -0.713 -3.144 1.227
H: 0.428 -4.343 2.861
C: -6.728 0.073 -3.948
Cl: -7.785 0.526 -2.609
Cl: -5.308 -0.801 -3.364
Cl: -7.601 -0.889 -5.139
H: -6.388 0.977 -4.431
C: -4.962 0.449 5.481
Cl: -3.456 1.315 5.801
Cl: -4.742 -1.287 5.728
Cl: -6.264 1.065 6.501
H: -5.232 0.611 4.447
C: -10.901 2.357 -0.820
Cl: -12.003 2.821 0.474
Cl: -9.498 1.504 -0.170
Cl: -11.723 1.372 -2.027
H: -10.550 3.257 -1.302
C: -5.599 -2.503 0.345
Cl: -6.319 -1.018 0.970
Cl: -6.093 -2.784 -1.326
Cl: -3.840 -2.455 0.483
H: -5.958 -3.327 0.943
C: 4.423 -3.036 5.325
Cl: 4.740 -2.036 3.901
Cl: 5.801 -3.009 6.422
Cl: 2.955 -2.500 6.140
H: 4.275 -4.054 4.994
C: -7.513 -5.908 -3.767
Cl: -7.365 -4.152 -3.772
Cl: -5.962 -6.668 -4.123
Cl: -8.149 -6.476 -2.223
H: -8.211 -6.189 -4.542
C: 5.177 -7.271 3.360
Cl: 4.288 -5.808 3.799
Cl: 4.599 -7.906 1.820
Cl: 6.905 -6.946 3.295
H: 4.998 -8.015 4.123
C: 5.522 1.022 -5.016
Cl: 3.925 1.420 -4.373
Cl: 6.551 0.350 -3.751
Cl: 5.387 -0.084 -6.376
H: 5.975 1.937 -5.369
C: 5.469 2.763 -9.429
Cl: 6.245 3.413 -10.871
Cl: 4.526 1.325 -9.818
Cl: 6.667 2.409 -8.181
H: 4.794 3.512 -9.043

Atom charges from the Mulliken analysis, given in e for atoms 1 to 5:
1 C 0.18
2 C -0.83
3 C -0.21
4 N 0.40
5 C 1.48


Entry 2:
# C31H51CuN8O3P

C31H51CuN8O3P as an isolated structure (ωB97M-V with the def2-TZVPD basis set, the Open Molecules 2025 dataset).

Output
LUMO energy = -0.0973 Eh
charge = +1
gap between HOMO and LUMO = 6.12 eV
HOMO = -8.8 eV

Positions of all 95 atoms, in Å:
Cu: 0.321 0.449 0.150
C: 7.573 3.563 0.981
C: 6.143 3.247 0.636
C: 5.214 3.059 1.652
C: 3.890 2.791 1.348
C: 3.479 2.736 0.030
C: 4.398 2.912 -1.003
N: 3.986 2.954 -2.340
C: 2.773 2.580 -2.891
C: 2.280 3.357 -3.949
C: 1.050 3.104 -4.524
C: 0.261 2.072 -4.035
C: 0.767 1.268 -3.027
C: 2.025 1.470 -2.467
C: 2.632 0.349 -1.630
O: 3.762 -0.010 -1.923
O: 1.911 -0.203 -0.710
C: 5.749 3.148 -0.702
C: 6.779 3.297 -1.793
H: 7.692 3.679 2.057
H: 7.893 4.487 0.495
H: 8.249 2.773 0.648
H: 5.532 3.122 2.686
H: 3.169 2.632 2.142
H: 2.435 2.568 -0.201
H: 4.521 3.573 -2.922
H: 2.876 4.190 -4.306
H: 0.699 3.722 -5.341
H: -0.721 1.882 -4.451
H: 0.183 0.431 -2.665
H: 6.429 2.897 -2.743
H: 7.682 2.747 -1.532
H: 7.063 4.343 -1.939
C: -0.568 -3.465 -2.297
C: 0.013 -2.198 -1.618
N: -0.993 -1.603 -0.743
C: -2.161 -1.192 -1.504
C: -2.797 -2.424 -2.202
N: -1.982 -3.622 -1.820
C: -2.004 -3.809 -0.334
C: -1.371 -2.541 0.300
H: -0.020 -4.367 -2.031
H: -0.587 -3.377 -3.382
H: 0.318 -1.466 -2.363
H: 0.901 -2.416 -1.029
H: -1.860 -0.447 -2.241
H: -2.872 -0.718 -0.827
H: -2.778 -2.337 -3.287
H: -3.823 -2.598 -1.884
H: -2.385 -4.445 -2.262
H: -1.443 -4.712 -0.099
H: -3.039 -3.953 -0.027
H: -0.482 -2.792 0.875
H: -2.075 -2.057 0.975
C: 1.998 -0.353 5.108
N: 0.985 -0.302 4.071
C: -0.350 -0.041 4.247
C: -0.909 -0.064 3.003
N: 0.057 -0.342 2.072
C: 1.182 -0.475 2.748
H: 1.536 -0.624 6.053
H: 2.491 0.612 5.223
H: 2.748 -1.098 4.853
H: -0.781 0.136 5.218
H: -1.938 0.090 2.726
H: 2.140 -0.696 2.299
C: -0.758 4.410 3.278
N: -0.416 3.361 2.323
C: 1.008 3.036 2.340
P: -1.141 3.341 0.812
O: -0.817 2.102 0.057
N: -2.770 3.560 1.161
C: -3.619 3.668 -0.027
C: -3.342 2.656 2.156
N: -0.776 4.678 -0.101
C: -1.160 6.016 0.328
C: 0.442 4.639 -0.906
H: -0.688 4.006 4.292
H: -1.773 4.762 3.111
H: -0.074 5.263 3.207
H: 1.278 2.675 3.336
H: 1.641 3.903 2.113
H: 1.223 2.251 1.616
H: -3.111 4.242 -0.797
H: -4.550 4.172 0.238
H: -3.864 2.682 -0.440
H: -2.634 2.492 2.964
H: -3.601 1.684 1.716
H: -4.254 3.097 2.563
H: -2.041 5.969 0.964
H: -1.393 6.617 -0.554
H: -0.351 6.515 0.873
H: 0.669 3.610 -1.176
H: 1.299 5.071 -0.375
H: 0.287 5.209 -1.823

Atom charges from the Mulliken analysis, given in e for atoms 1 to 5:
1 Cu 0.92
2 C -1.65
3 C 1.16
4 C -1.46
5 C -1.31


Entry 3:
# C31H51INO9SiY

C31H51INO9SiY as an isolated structure (ωB97M-V with the def2-TZVPD basis set, the Open Molecules 2025 dataset).

Output
LUMO energy = 0.0037 Eh
gap between HOMO and LUMO = 6.90 eV
HOMO = -6.8 eV

Positions of all 95 atoms, in Å:
Y: -1.135 0.174 -0.684
O: 0.684 -3.054 -1.264
C: 0.223 -2.248 -2.160
O: 0.362 -1.026 -2.156
C: -0.410 -2.967 -3.351
O: -1.472 -2.255 -3.930
C: -2.730 -2.492 -3.322
C: -2.914 -1.752 -1.977
O: -3.971 -1.168 -1.770
O: -1.929 -1.779 -1.170
H: 1.184 -2.585 -0.474
H: -0.727 -3.969 -3.034
H: 0.365 -3.061 -4.121
H: -2.879 -3.566 -3.153
H: -3.482 -2.133 -4.030
C: -2.015 2.046 0.400
C: -3.291 1.364 0.128
C: -3.944 2.064 -0.886
C: -3.138 3.169 -1.273
C: -1.996 3.190 -0.486
C: -0.994 4.303 -0.423
C: -3.538 4.192 -2.289
C: -5.300 1.742 -1.437
C: -3.926 0.328 1.027
C: -1.473 2.151 1.820
H: -0.093 3.996 0.103
H: -1.427 5.152 0.115
H: -0.701 4.651 -1.417
H: -4.473 4.665 -1.988
H: -3.694 3.752 -3.277
H: -2.784 4.970 -2.372
H: -6.072 2.021 -0.718
H: -5.393 0.673 -1.623
H: -5.489 2.290 -2.359
H: -4.490 0.823 1.822
H: -3.182 -0.330 1.494
H: -4.622 -0.285 0.456
H: -2.058 2.900 2.363
H: -0.428 2.457 1.837
H: -1.552 1.200 2.347
C: 4.984 1.573 0.890
C: 3.634 1.395 1.596
C: 3.844 1.316 3.110
C: 2.716 2.571 1.264
O: 3.078 0.193 1.113
Si: 1.718 -0.654 1.387
O: 0.381 -0.148 0.709
O: 1.583 -0.874 3.007
C: 0.620 -1.583 3.766
C: -0.065 -0.577 4.698
C: -0.423 -2.281 2.893
C: 1.372 -2.628 4.603
O: 2.070 -2.119 0.662
C: 3.274 -2.886 0.651
C: 4.014 -2.575 -0.655
C: 2.860 -4.362 0.718
C: 4.185 -2.562 1.833
H: 5.459 2.490 1.229
H: 4.837 1.625 -0.187
H: 5.640 0.736 1.116
H: 4.245 2.254 3.486
H: 4.538 0.515 3.347
H: 2.894 1.099 3.585
H: 3.057 3.476 1.764
H: 1.708 2.330 1.588
H: 2.703 2.747 0.186
H: -0.501 0.224 4.108
H: 0.671 -0.145 5.372
H: -0.844 -1.063 5.281
H: -0.921 -1.555 2.250
H: -1.161 -2.783 3.515
H: 0.063 -3.013 2.253
H: 2.193 -2.155 5.136
H: 1.773 -3.406 3.958
H: 0.699 -3.087 5.322
H: 3.411 -2.853 -1.516
H: 4.958 -3.114 -0.696
H: 4.206 -1.506 -0.694
H: 2.149 -4.597 -0.070
H: 2.395 -4.571 1.679
H: 3.731 -5.003 0.609
H: 4.521 -1.534 1.760
H: 5.044 -3.227 1.829
H: 3.648 -2.682 2.767
I: 1.106 1.950 -2.105
C: -0.493 1.553 -3.440
C: -0.357 1.779 -4.795
C: -1.467 1.550 -5.596
C: -2.648 1.137 -4.998
C: -2.672 0.934 -3.630
N: -1.603 1.124 -2.852
H: 0.592 2.101 -5.199
H: -1.404 1.691 -6.664
H: -3.541 0.975 -5.579
H: -3.574 0.603 -3.131

Atom charges from the Mulliken analysis, given in e for atoms 1 to 5:
1 Y -1.30
2 O -0.52
3 C 1.07
4 O -0.62
5 C -0.80


Entry 4:
# C31H52BrF2O8PS3

A 2-piece molecular cluster, C31H52BrF2O8PS3 overall (ωB97M-V with the def2-TZVPD basis set, the Open Molecules 2025 dataset).

Output
LUMO energy = -0.0029 Eh
gap between HOMO and LUMO = 8.32 eV
HOMO = -8.4 eV

Positions of all 98 atoms, in Å:
C: 2.133 5.650 0.710
C: 3.252 4.823 -0.142
C: 3.358 3.274 0.381
C: 2.939 2.316 -0.837
C: 4.300 2.133 -1.734
C: 2.307 0.847 -0.416
P: 3.483 0.507 1.113
S: 3.927 -1.385 1.367
O: 2.889 -0.034 -1.364
S: 2.089 -1.357 -1.954
O: 2.971 -2.537 -1.552
O: 0.653 -1.714 -1.163
C: -0.536 -0.956 -1.657
C: -1.759 -1.771 -1.031
C: -3.108 -2.035 -1.822
C: -4.314 -1.009 -1.767
C: -5.704 -1.612 -1.181
C: -7.021 -1.071 -1.854
C: -8.420 -1.516 -1.354
C: -8.543 -2.514 -0.179
C: -7.246 -3.057 0.461
C: -5.827 -2.601 -0.013
C: -0.542 -1.312 -3.208
S: -0.377 -3.150 -3.592
O: -1.469 -3.622 -4.544
O: 0.933 -3.330 -4.357
C: -0.362 0.625 -1.236
C: 0.214 1.483 -2.511
C: -0.697 1.722 -3.780
C: -0.085 3.041 -4.539
F: -1.186 3.686 -5.242
C: -1.763 1.370 -0.956
Br: -2.628 0.964 0.860
C: -2.006 2.912 -0.869
C: -1.791 4.038 -1.936
C: 0.764 0.826 -0.053
F: 0.552 2.182 0.477
C: 0.493 -0.088 1.259
C: 0.453 0.634 2.658
O: 1.212 0.162 3.565
O: -0.409 1.665 3.101
H: 2.683 6.042 1.648
H: 1.304 4.915 0.977
H: 1.798 6.542 0.085
H: 3.113 4.903 -1.270
H: 4.250 5.360 0.092
H: 4.463 3.174 0.703
H: 2.670 3.236 1.294
H: 2.289 2.947 -1.508
H: 5.028 1.377 -1.309
H: 4.742 3.188 -1.871
H: 3.923 1.836 -2.786
H: 4.809 1.024 0.817
H: 3.071 1.199 2.285
H: -1.344 -2.859 -0.924
H: -2.035 -1.559 0.052
H: -3.549 -3.007 -1.358
H: -3.002 -2.352 -2.929
H: -4.584 -0.714 -2.854
H: -4.188 -0.034 -1.209
H: -6.972 -0.300 -2.709
H: -9.369 -1.091 -1.821
H: -9.600 -2.805 0.162
H: -7.349 -3.795 1.335
H: -4.886 -2.992 0.496
H: 0.240 -0.831 -3.880
H: -1.529 -1.013 -3.740
H: -0.256 -3.932 -2.450
H: 1.224 1.132 -2.893
H: 0.377 2.523 -2.063
H: -0.621 0.941 -4.630
H: -1.808 1.894 -3.629
H: 0.709 2.670 -5.287
H: 0.447 3.750 -3.824
H: -2.448 0.961 -1.801
H: -1.588 3.328 0.130
H: -3.154 3.022 -0.683
H: -2.289 5.007 -1.543
H: -2.273 3.883 -2.976
H: -0.696 4.353 -2.139
H: -0.499 -0.684 1.186
H: 1.205 -1.001 1.326
H: -0.645 1.476 4.046
C: 2.839 -3.262 4.313
C: 4.187 -3.272 5.011
O: 4.107 -3.010 6.406
C: 3.353 -3.932 7.180
C: 3.902 -5.348 7.138
H: 2.304 -2.333 4.522
H: 2.967 -3.359 3.234
H: 2.206 -4.087 4.651
H: 4.808 -2.480 4.584
H: 4.718 -4.213 4.830
H: 2.300 -3.908 6.880
H: 3.391 -3.571 8.212
H: 3.814 -5.783 6.140
H: 3.353 -5.990 7.832
H: 4.961 -5.359 7.408

Atom charges from the Mulliken analysis, given in e for atoms 1 to 5:
1 C -1.03
2 C -0.53
3 C -0.59
4 C 0.40
5 C -1.35